{"formula": "C8H12N3O", "method": "wB97M-V/def2-TZVPD", "homo_energy_ev": [-11.2443, -13.1280], "lumo_energy_ev": [-3.674, -5.202], "charge": 1, "de_lowest_kj_mol": 74.7, "homo_lumo_gap_ev": [7.6, 7.9], "multiplicity": 3, "elements": ["C", "C", "C", "C", "C", "C", "C", "C", "N", "N", "N", "O", "H", "H", "H", "H", "H", "H", "H", "H", "H", "H", "H", "H"], "coordinates": [[3.615, -0.363, 0.209], [3.097, 0.440, -0.845], [2.765, -1.208, 0.941], [1.750, 0.357, -1.137], [1.445, -1.408, 0.547], [0.874, -0.595, -0.497], [-0.428, -0.618, -0.714], [-2.786, 0.245, -0.102], [-3.587, -0.573, 0.731], [-0.346, 2.130, 0.192], [-1.643, -0.552, -0.964], [0.948, 2.011, 0.387], [4.647, -0.405, 0.700], [3.542, 1.217, -1.462], [3.252, -1.704, 1.780], [1.541, 1.038, -1.991], [0.673, -2.047, 1.057], [-2.307, 1.110, 0.349], [-3.331, 0.819, -0.754], [-3.104, -1.255, 1.338], [-4.498, -0.907, 0.479], [-0.593, 2.767, -0.521], [-2.171, -0.903, -1.757], [0.951, 1.456, 1.187]], "forces_ev_per_angstrom": [[1.08, 0.25, 1.06], [-0.72, -0.68, 0.66], [-0.51, -0.28, -0.76], [1.00, -0.22, -1.64], [-0.93, -0.12, 0.78], [2.50, 0.12, 0.46], [-2.10, 0.12, -1.23], [0.83, -0.74, 2.01], [1.58, -0.50, 0.42], [-2.09, -1.28, 1.43], [-1.55, 1.28, 1.11], [0.42, 1.19, 0.82], [-1.24, 0.79, -1.61], [0.96, -0.47, 0.57], [-0.66, -0.22, -0.17], [-1.01, -0.83, 0.87], [1.41, 0.42, -0.22], [1.05, -0.95, 0.98], [-1.83, 0.34, -2.47], [-0.42, 1.00, -0.44], [-0.03, 0.11, -0.67], [0.89, 1.34, -1.31], [0.78, -0.79, -0.44], [0.58, 0.13, -0.19]]}